Record 1
ORCA calculation (ωB97M-V/def2-TZVPD) on the ion CH2O5P with charge -1.

Structure (XYZ):
```
9
Properties=species:S:1:pos:R:3:lowdin_charge:R:1
C -0.49971 -0.45820 -0.66525 -0.634
O 1.49970 0.61448 1.22425 -0.335
O -0.71392 1.94045 1.71379 -0.333
O -0.20729 0.86246 -0.67108 -0.125
O -0.67976 -0.72632 0.70133 -0.157
O 0.51363 -1.24447 -1.27274 -0.009
P 0.05611 0.86994 1.04066 0.375
H -1.39889 -0.75363 -1.10479 0.122
H 1.43013 -1.10470 -0.96616 0.096
```

Calculated values
total charge = -1
E_LUMO = 4.066 eV
strongest force on any atom = 2.377 eV/A
orbital gap = 9.7 eV

=====

Record 2
ORCA calculation (ωB97M-V/def2-TZVPD) on the ion C16H21F10O4PS with charge -2.

Structure (XYZ):
```
53
Properties=species:S:1:pos:R:3:lowdin_charge:R:1
C 1.07822 -2.45096 2.47480 -0.092
C 0.77259 -2.87171 1.00735 -0.203
C -0.23886 -3.93276 0.84100 -0.099
C -0.64359 -4.46608 -0.44499 -0.133
C -0.01713 -3.85960 -1.63630 -0.108
C 0.97916 -2.81812 -1.47968 -0.043
C 1.43178 -2.28292 -0.18669 -0.169
C 2.52775 -1.20062 -0.01765 -0.229
P 2.32550 0.35966 -1.11783 0.633
F 0.57630 0.19572 -1.13195 -0.333
C 2.30072 1.54619 0.38261 -0.272
C 1.06265 1.35875 1.34682 -0.259
C -0.15910 2.30961 0.99172 -0.190
C -1.37439 2.05612 1.96941 -0.077
C -2.42270 0.99424 1.41154 -0.393
F -3.03722 0.46941 2.55777 0.051
F -1.65613 0.04906 0.77428 0.118
C -3.43191 1.71616 0.44799 -0.377
F -3.82596 2.96113 0.89652 0.081
F -2.79359 1.96761 -0.73800 0.111
S -5.01124 0.77494 0.03270 0.915
F -5.62197 0.96325 1.52742 -0.156
F -4.37162 -0.67802 0.34946 -0.137
F -4.50642 0.57377 -1.52706 -0.173
F -5.72338 2.17913 -0.49098 -0.186
F -6.40751 0.02120 -0.36473 -0.167
C 2.10528 1.86135 -2.34640 -0.253
O 1.45730 1.32749 -3.55319 -0.262
O 0.59543 2.27197 -4.10039 -0.111
C 4.23968 0.54604 -1.34451 -0.768
O 4.88344 1.55421 -0.93566 -0.173
O 4.91824 -0.39671 -1.98482 -0.242
H 0.09015 -2.45709 3.02486 0.069
H 1.75613 -3.17635 3.00263 0.074
H 1.47051 -1.40927 2.58113 0.049
H -0.69755 -4.37751 1.75505 0.080
H -1.39127 -5.29239 -0.52395 0.070
H -0.30386 -4.24513 -2.64008 0.076
H 1.45842 -2.37696 -2.38949 0.096
H 3.50623 -1.69403 -0.29376 0.095
H 2.62199 -0.91441 1.06013 0.055
H 2.36020 -0.49286 -2.28906 0.027
H 2.33931 2.62841 0.08229 0.076
H 3.21948 1.37746 1.01418 0.080
H 0.75144 0.28923 1.45459 0.072
H 1.39124 1.68957 2.38486 0.100
H 0.25025 3.35473 1.11875 0.112
H -0.40803 2.20581 -0.09158 0.093
H -1.86520 2.98388 2.34908 0.113
H -0.93413 1.54657 2.87572 0.126
H 1.42488 2.65330 -1.92529 0.069
H 3.09036 2.27170 -2.69720 0.090
H -0.14184 2.33576 -3.46345 0.075
```

Calculated values
total charge = -2
E_LUMO = 3.324 eV
strongest force on any atom = 4.098 eV/A
orbital gap = 3.7 eV